(1)
DFT (ωB97M-V/def2-TZVPD) results for C22H24I3N6RhS as an isolated structure at a distorted geometry.

Structure (XYZ):
```
57
Properties=species:S:1:pos:R:3:forces:R:3:mulliken_charge:R:1
Rh 1.698798 0.557647 0.351089 -0.7 1.2 -0.7 0.48
I 1.960598 0.870247 3.200589 0.8 -0.5 -1.2 0.19
C 4.102998 0.729347 2.736889 -0.1 0.2 0.0 -0.88
I 4.584298 0.854247 0.614289 -1.1 -0.3 0.8 0.24
H 4.457798 -0.224653 3.112389 -0.2 -0.1 -0.2 0.50
H 4.604798 1.550447 3.239889 -0.1 0.0 -0.1 0.48
N -1.563502 5.043247 0.933289 -0.3 0.0 0.1 -0.25
C -0.108102 4.827647 0.680689 0.9 -0.4 -0.1 -0.84
C 0.199098 3.317047 0.619989 -0.5 0.4 0.0 -0.58
N 1.612298 3.004347 0.509489 0.2 -0.4 -0.2 -0.43
H -1.786402 6.048647 0.976389 -0.1 -0.3 0.0 0.39
H -1.838002 4.604247 1.825089 -0.1 0.2 -0.3 0.35
H -2.124702 4.613147 0.184389 0.0 0.1 0.2 0.35
H 0.454198 5.307547 1.485889 -0.2 0.0 0.0 0.39
H 0.156098 5.313347 -0.262511 -0.2 0.0 0.1 0.42
H -0.308602 2.872547 -0.243111 -0.1 0.0 0.2 0.35
H -0.172602 2.829347 1.528889 -0.1 0.0 -0.2 0.44
H 2.118298 3.297647 1.345389 0.0 -0.2 -0.1 0.30
H 2.045798 3.477947 -0.279811 0.0 -0.1 0.0 0.20
I 0.656298 -2.326653 -4.866711 0.1 0.5 0.3 0.18
C 1.215798 -0.501953 -3.985011 -0.1 -0.3 -0.2 -0.64
C 1.601998 0.583647 -4.759311 -0.1 -0.2 0.2 -0.11
C 2.017798 1.731947 -4.107011 0.0 0.0 0.3 -0.95
C 2.026098 1.754647 -2.723011 0.1 0.4 -0.1 -0.16
N 1.609998 0.727747 -1.985511 0.2 -0.6 1.7 0.22
C 1.214698 -0.382253 -2.600311 -0.3 -0.6 -0.2 0.16
H 1.581198 0.530647 -5.836411 0.0 0.0 -0.1 0.44
H 2.342798 2.597247 -4.659511 0.1 0.1 -0.1 0.44
H 2.388198 2.628147 -2.197611 0.0 0.0 0.0 0.34
H 0.884698 -1.199953 -1.973011 0.0 0.0 0.0 0.19
C -5.100502 1.229647 2.696889 -0.1 -0.1 0.1 -1.10
C -4.461602 0.933347 1.383989 -0.6 0.0 -0.4 0.85
C -5.209002 0.737447 0.218189 0.5 0.0 0.2 -0.55
C -4.475002 0.555547 -0.942611 -0.5 -0.1 0.1 -0.27
N -3.162202 0.445547 -0.938211 1.1 -0.2 -0.5 -0.51
C -2.525402 0.525047 0.229089 -1.5 1.9 -0.2 0.08
S -0.877802 0.036447 0.302689 2.5 -2.0 0.1 0.01
N -3.138602 0.870147 1.360289 0.8 0.0 0.6 -0.48
H -6.182602 1.248247 2.609389 -0.1 0.1 0.1 0.36
H -4.750102 2.186147 3.082289 0.0 0.1 0.0 0.25
H -4.814802 0.466547 3.419689 0.0 0.0 0.0 0.29
H -6.286002 0.759747 0.221089 -0.1 0.0 0.0 0.39
H -4.943802 0.502047 -1.915711 -0.1 -0.1 0.0 0.46
N 0.902698 -9.320253 0.435589 0.0 -0.3 0.0 -0.43
C 1.005598 -8.179453 0.391389 -0.1 -0.6 0.0 -0.06
C 1.146198 -6.773553 0.366489 0.1 1.2 0.0 0.52
C 0.030698 -5.951853 0.593089 0.4 -0.5 -0.1 -0.69
C 0.179198 -4.587153 0.607289 0.7 0.5 -0.1 -0.47
C 1.453198 -4.016253 0.403289 -0.2 -1.8 0.0 0.74
C 2.560698 -4.846453 0.132189 -0.6 0.6 0.1 -0.55
C 2.407398 -6.209853 0.118489 -0.5 -0.4 0.0 -0.68
C 1.622598 -2.632653 0.477789 0.6 3.2 -0.1 0.22
C 1.822498 -1.421653 0.502789 -0.7 -0.6 -0.5 -0.50
H -0.933802 -6.408253 0.749789 -0.1 0.0 0.0 0.46
H -0.664202 -3.935153 0.778089 -0.1 0.0 0.1 0.50
H 3.519298 -4.390453 -0.062711 0.1 0.0 0.0 0.46
H 3.242598 -6.860153 -0.086411 0.1 -0.1 0.0 0.47
```
Forces are in eV/Å.

The charge is +2. The frontier orbital gap (spin up / spin down) is 4.56 / 4.55 eV.



(2)
DFT (ωB97M-V/def2-TZVPD) results for one molecule with the formula C23H30N2O5S at a distorted geometry.

Structure (XYZ):
```
61
Properties=species:S:1:pos:R:3:forces:R:3:mulliken_charge:R:1
C 6.853329 0.438368 -0.182264 -0.3 -0.3 -0.1 -1.07
C 6.110231 -0.887723 -0.319068 0.4 0.1 0.2 -0.41
O 4.840736 -0.742968 -0.919170 -0.3 0.1 -0.1 -0.45
C 3.810328 -0.205195 -0.206130 -0.2 0.1 0.2 0.51
C 3.824520 0.077950 1.150690 0.4 -0.2 -0.2 -1.01
C 2.694578 0.599973 1.772199 -0.4 0.1 0.0 -1.21
C 1.541344 0.841860 1.055503 0.1 -0.1 -0.1 1.19
O 0.360786 1.343097 1.549639 0.1 -0.1 -0.4 -0.05
C 0.200820 1.576935 2.935428 -0.1 0.2 0.4 -0.53
C 0.744292 2.937069 3.360726 0.0 -0.4 -0.3 -1.38
C 1.520879 0.544954 -0.325841 0.2 0.0 0.1 -0.09
N 0.316473 0.794423 -0.979709 0.0 0.0 0.6 0.80
C 0.043122 0.856618 -2.301719 -0.5 0.0 -0.3 0.30
O 0.836982 0.647832 -3.195004 0.3 0.0 -0.2 -0.72
C -1.408027 1.256726 -2.600863 0.0 0.0 0.0 0.51
C -1.616274 2.772653 -2.444532 0.2 0.0 0.1 -1.31
C -1.689034 3.202484 -0.979589 -0.2 -0.1 -0.1 -0.25
C -2.709526 2.352712 -0.225344 -0.1 0.6 0.4 -1.12
N -2.371113 0.948164 -0.366638 -0.4 -0.7 0.7 0.35
S -3.205761 -0.064611 0.701941 0.2 0.0 -0.2 1.44
O -4.555141 -0.266229 0.251612 0.1 -0.2 -0.2 -0.77
O -3.005950 0.480686 2.013369 0.2 0.0 0.0 -0.71
C -2.273663 -1.574906 0.512398 -0.4 0.5 0.0 -0.54
C -0.983126 -1.615949 1.003705 0.1 0.0 0.1 -0.30
C -0.211035 -2.741221 0.789447 -0.1 0.1 0.0 -0.80
C -0.727553 -3.833143 0.094777 -0.1 0.0 0.0 0.96
C 0.129228 -5.035653 -0.147945 0.0 0.0 0.0 -1.45
C -2.037939 -3.779026 -0.368001 0.0 0.1 0.1 -0.78
C -2.813695 -2.649592 -0.165938 -0.2 0.1 0.0 -0.28
C -2.434248 0.506084 -1.744425 -0.1 -0.3 -0.6 -1.10
C 2.645421 0.035146 -0.940302 0.2 -0.1 0.0 -0.58
H 6.311588 1.120662 0.468060 0.0 0.1 0.1 0.34
H 7.843122 0.264706 0.231176 0.1 0.0 0.1 0.36
H 6.953468 0.903947 -1.159250 0.0 0.1 -0.1 0.31
H 6.655541 -1.548168 -0.999284 -0.1 0.0 0.2 0.33
H 6.027512 -1.390308 0.653326 0.0 0.0 -0.1 0.32
H 4.699936 -0.095312 1.755592 0.1 0.0 0.0 0.38
H 2.746691 0.814612 2.828071 -0.1 0.1 0.1 0.43
H 0.666348 0.772625 3.518145 -0.1 0.0 -0.1 0.49
H -0.882459 1.534328 3.089494 0.2 -0.1 0.1 0.33
H 0.558338 3.090118 4.420060 0.0 0.0 0.1 0.43
H 1.813993 3.003738 3.175109 0.1 0.1 0.0 0.33
H 0.248700 3.724642 2.798794 0.0 0.1 0.0 0.29
H -0.462995 0.971523 -0.348383 0.1 -0.1 -0.2 -0.67
H -1.573931 0.993480 -3.650527 0.1 0.0 0.2 0.43
H -2.555926 3.037490 -2.936455 0.0 0.0 0.0 0.46
H -0.810144 3.304143 -2.953070 -0.1 0.0 -0.1 0.45
H -1.987331 4.250552 -0.921550 0.0 0.0 0.1 0.45
H -0.712529 3.104212 -0.505507 0.0 0.1 0.1 0.09
H -3.721653 2.541076 -0.613680 0.0 0.0 0.0 0.42
H -2.698949 2.572666 0.842865 0.0 0.2 -0.1 0.48
H -0.611503 -0.765996 1.547349 0.2 0.1 0.1 0.63
H 0.804707 -2.773551 1.154894 0.1 0.0 0.1 0.49
H 0.973220 -4.767833 -0.782282 0.1 0.0 0.0 0.31
H 0.528697 -5.413520 0.791525 0.0 -0.1 0.0 0.36
H -0.433538 -5.827775 -0.633941 0.0 -0.1 0.0 0.36
H -2.452586 -4.623414 -0.898546 0.0 -0.1 0.0 0.35
H -3.829465 -2.584219 -0.523633 -0.1 0.0 -0.1 0.51
H -3.443639 0.671368 -2.150920 0.1 0.0 0.0 0.37
H -2.230772 -0.567019 -1.762956 0.0 0.1 -0.2 0.43
H 2.634100 -0.179474 -1.995078 0.0 0.0 -0.1 0.59
```
Forces are in eV/Å.

The charge is 0. The frontier orbital gap is 8.48 eV. The SMILES is CCOc1ccc(OCC)c(NC(=O)[C@@H]2CCCN(S(=O)(=O)c3ccc(C)cc3)C2)c1.



(3)
DFT (ωB97M-V/def2-TZVPD) results for a 3-piece molecular cluster, C6H17NS overall at a distorted geometry.

Structure (XYZ):
```
25
Properties=species:S:1:pos:R:3:forces:R:3:mulliken_charge:R:1
C -1.799749 -0.264907 -2.004510 0.0 0.5 -0.2 -1.10
C -2.316372 0.384388 -0.739606 0.2 -0.9 1.5 0.42
C -1.941873 -0.457026 0.497170 -0.3 -0.3 -0.4 -0.57
N -1.749079 1.722410 -0.507842 1.4 -0.9 -0.8 -0.41
H -2.162990 0.325231 -2.843383 0.1 -0.2 -0.3 0.40
H -0.720988 -0.156295 -1.974083 0.4 -0.4 -0.3 0.20
H -2.107814 -1.312410 -2.108864 0.1 0.3 0.0 0.36
H -3.394312 0.426256 -0.817118 -0.3 0.4 0.2 0.39
H -0.863707 -0.318777 0.752969 -0.9 -0.2 0.0 -0.43
H -2.079337 -1.532771 0.274160 0.0 0.5 0.3 0.38
H -2.589491 -0.159512 1.325999 0.3 -0.2 0.1 0.24
H -1.787864 2.189890 -1.420726 -0.1 0.7 0.7 0.33
H -0.236140 1.274925 1.435837 1.0 -0.3 -1.9 0.47
H -0.737946 1.583631 -0.266431 -1.9 0.6 -0.7 -0.26
C 1.354804 -2.030413 0.516990 0.1 -0.1 -0.2 -1.13
C 1.849250 -1.093095 1.629635 -2.8 0.1 0.9 -0.13
C 2.310046 0.252059 1.087944 1.0 0.5 -0.2 -0.68
S 1.205307 0.805043 -0.278768 0.0 0.5 2.8 0.23
H 0.522828 -1.601156 -0.059556 0.3 0.2 0.0 0.25
H 0.893901 -2.969648 0.869231 0.8 0.3 0.1 0.31
H 2.187920 -2.199093 -0.184284 -0.4 -0.3 0.1 0.37
H 0.946150 -0.904018 2.351829 1.7 -0.3 -1.0 0.22
H 2.665316 -1.534161 2.188440 0.0 -0.1 0.2 0.36
H 3.344145 0.157990 0.699847 -0.6 0.1 -0.2 0.42
H 2.342332 1.046335 1.865564 -0.2 -0.5 -0.6 0.37
```
Forces are in eV/Å.

As for the expectation value of S²: 0.86. The charge is +1. The multiplicity is 2. The frontier orbital gap (spin up / spin down) is 5.69 / 6.37 eV.



(4)
DFT (ωB97M-V/def2-TZVPD) results for a 2-piece molecular cluster, C6H11N overall at a distorted geometry.

Structure (XYZ):
```
18
Properties=species:S:1:pos:R:3:forces:R:3:mulliken_charge:R:1
C 0.661213 0.483220 -1.467842 -1.0 -0.9 1.9 -0.59
C 1.150306 -0.073668 -0.115425 1.6 -1.0 -0.7 0.10
N 2.172556 -2.488189 -0.812661 -0.3 -1.2 -0.5 -0.57
C -0.836317 0.211069 1.376001 0.1 -0.5 -2.8 -0.12
C 0.042538 -0.546982 0.755000 -1.3 0.9 1.2 -0.08
C -2.278754 1.802245 0.004076 -0.9 -1.7 0.6 -0.43
C -1.794986 1.162258 1.145055 -1.2 2.8 1.9 -0.03
H -0.302904 0.924252 -1.151258 0.4 0.7 -1.2 -0.12
H 1.424168 1.130862 -1.841928 -0.1 0.7 -0.5 0.33
H 0.450420 -0.347640 -2.143148 0.1 0.2 -0.1 0.33
H 1.907657 0.522403 0.368596 -0.2 0.6 0.4 0.50
H 1.669669 -1.035245 -0.399883 -0.2 1.1 0.4 -0.04
H 3.099924 -2.790360 -1.100704 0.3 0.0 0.1 0.23
H 1.885191 -3.133278 -0.072031 0.3 -0.1 0.1 0.25
H -0.120977 -1.604103 0.851443 -0.1 -0.7 0.0 0.37
H -2.528462 2.883334 0.010945 0.2 -0.8 0.2 0.30
H -2.756945 1.192477 -0.756936 0.9 0.2 -0.9 0.32
H -2.208205 1.759834 1.993028 1.3 -0.2 0.0 0.28
```
Forces are in eV/Å.

As for the expectation value of S²: 0.75. The charge is +1. The multiplicity is 2. The frontier orbital gap (spin up / spin down) is 6.95 / 6.93 eV.



The records above yield DFT total energy values of -2582.391878; -1778.345747; -691.262272; -289.441568 Ha, respectively.
The records above yield energy relative to the best compared isomer or geometry (same formula, charge and spin) values of 91.72; 23.20; 98.74; 142.46 kcal/mol, respectively.